The following is a DFT calculation (the ωB97M-V functional and the def2-TZVPD basis) of the molecule C16H24N2O4.

- relative energy (zero: lowest compared OMol25 entry of this formula, charge and spin) (kJ/mol) = 28.7
- frontier orbital gap (eV) = 8.71
- spin multiplicity = 1
- SMILES string = CCCCCCCCOC(=O)/C=C/c1c(C)[nH]c(=O)[nH]c1=O

Positions of all 46 atoms, in Å:
C: -4.51 -2.87 -1.51
C: -3.66 -3.03 -0.26
C: -3.24 -1.69 0.35
C: -2.28 -0.90 -0.54
C: -1.67 0.32 0.16
C: -2.69 1.43 0.43
C: -2.09 2.64 1.14
C: -1.09 3.42 0.31
O: 0.14 2.72 0.26
C: 1.15 3.31 -0.40
O: 1.05 4.41 -0.90
C: 2.37 2.48 -0.44
C: 2.39 1.23 0.02
C: 3.50 0.31 0.01
C: 3.33 -1.00 0.40
C: 2.03 -1.57 0.84
N: 4.39 -1.86 0.40
C: 5.68 -1.54 0.02
O: 6.57 -2.35 0.04
N: 5.81 -0.24 -0.36
C: 4.83 0.75 -0.41
O: 5.14 1.86 -0.79
H: -4.86 -3.84 -1.86
H: -3.95 -2.40 -2.32
H: -5.38 -2.25 -1.30
H: -4.22 -3.59 0.48
H: -2.77 -3.61 -0.51
H: -4.13 -1.10 0.56
H: -2.74 -1.89 1.31
H: -2.80 -0.57 -1.43
H: -1.47 -1.56 -0.85
H: -0.88 0.72 -0.46
H: -1.23 0.01 1.11
H: -3.50 1.03 1.05
H: -3.13 1.75 -0.52
H: -2.90 3.32 1.42
H: -1.60 2.31 2.06
H: -0.91 4.41 0.75
H: -1.46 3.58 -0.71
H: 3.23 2.95 -0.89
H: 1.47 0.84 0.45
H: 1.27 -1.44 0.07
H: 2.12 -2.63 1.05
H: 1.68 -1.07 1.74
H: 4.25 -2.82 0.69
H: 6.74 0.05 -0.65

Okay, here come the natural (NBO) numbers, in e, for every atom: -0.608, -0.386, -0.395, -0.394, -0.396, -0.393, -0.413, -0.071, -0.532, 0.755, -0.587, -0.298, -0.138, -0.277, 0.327, -0.666, -0.594, 0.784, -0.602, -0.632, 0.667, -0.583, 0.210, 0.201, 0.201, 0.199, 0.190, 0.195, 0.195, 0.199, 0.191, 0.212, 0.186, 0.202, 0.196, 0.214, 0.206, 0.197, 0.186, 0.258, 0.217, 0.249, 0.221, 0.248, 0.424, 0.434

=====

The following is a DFT calculation (the ωB97M-V functional and the def2-TZVPD basis) of the molecule C16H24N2O4S.

- relative energy (zero: lowest compared OMol25 entry of this formula, charge and spin) (kJ/mol) = 1274.0
- frontier orbital gap (eV) = 7.78
- spin multiplicity = 1
- SMILES string = CCOc1ccc(S(=O)(=O)N[C@H](C)C(=O)NC2CCCC2)cc1

Positions of all 47 atoms, in Å:
C: -6.79 -0.91 -0.74
C: -5.62 0.09 -0.42
O: -4.51 -0.76 -0.53
C: -3.47 0.01 0.02
C: -3.46 1.32 0.46
C: -2.18 2.06 0.50
C: -1.06 1.30 0.55
S: 0.57 2.11 1.08
O: 1.32 1.11 1.73
O: 0.27 3.32 1.66
N: 1.31 1.87 -0.41
C: 2.84 2.29 -0.55
C: 3.15 3.35 -1.30
C: 3.33 0.99 -1.16
O: 4.12 0.71 -1.91
N: 2.98 -0.35 -0.09
C: 3.26 -1.58 -0.15
C: 3.75 -2.20 1.16
C: 2.40 -2.51 1.71
C: 1.66 -2.94 0.54
C: 2.11 -2.34 -0.72
C: -1.00 -0.12 0.32
C: -2.29 -0.46 0.01
H: -7.91 -0.37 -0.94
H: -6.44 -1.39 -1.81
H: -6.79 -1.84 -0.06
H: -5.58 1.01 -1.17
H: -5.95 0.48 0.55
H: -4.31 1.91 0.31
H: -2.20 3.04 0.92
H: 0.78 2.63 -0.99
H: 3.01 2.43 0.71
H: 2.71 4.25 -1.18
H: 4.15 3.47 -1.25
H: 2.86 3.20 -2.38
H: 2.43 0.24 0.68
H: 4.02 -1.49 -0.75
H: 4.28 -1.34 1.66
H: 4.30 -3.07 0.81
H: 2.44 -3.38 2.49
H: 1.82 -1.72 2.06
H: 0.56 -3.06 0.44
H: 1.86 -4.19 0.68
H: 1.26 -1.60 -1.06
H: 2.52 -3.16 -1.36
H: -0.10 -0.82 0.25
H: -2.40 -1.61 -0.36

Okay, here come the natural (NBO) numbers, in e, for every atom: -0.636, -0.106, -0.467, 0.245, -0.235, -0.242, -0.268, 2.311, -0.968, -0.907, -0.840, -0.143, -0.665, 0.750, -0.508, -0.748, -0.109, -0.402, -0.430, -0.401, -0.419, -0.191, -0.203, 0.219, 0.211, 0.230, 0.180, 0.187, 0.212, 0.245, 0.372, 0.256, 0.238, 0.248, 0.217, 0.404, 0.200, 0.234, 0.210, 0.202, 0.214, 0.214, 0.174, 0.209, 0.223, 0.279, 0.205

=====

The following is a DFT calculation (the ωB97M-V functional and the def2-TZVPD basis) of a cluster of 5 separate species, C16H24N4O6S in total.

- frontier orbital gap (eV) = 9.69
- spin multiplicity = 1
- SMILES string = O=S1(=O)OCCO1.c1ccncc1.c1ccncc1.CC(N)=O.CC(N)=O

Positions of all 51 atoms, in Å:
O: 22.28 -25.46 10.78
S: 21.70 -24.46 11.68
O: 22.51 -23.82 12.75
O: 20.85 -23.36 10.86
C: 19.57 -23.14 11.28
C: 19.12 -24.49 11.73
O: 20.25 -25.05 12.33
H: 19.62 -22.35 12.04
H: 19.04 -22.77 10.40
H: 18.93 -25.01 10.78
H: 18.14 -24.35 12.17
C: 12.26 -26.87 -0.48
C: 12.28 -28.02 -1.28
C: 11.18 -28.89 -1.08
N: 10.20 -28.76 -0.19
C: 10.29 -27.62 0.58
C: 11.31 -26.71 0.50
H: 13.07 -26.18 -0.67
H: 12.99 -28.20 -2.08
H: 11.13 -29.87 -1.52
H: 9.51 -27.56 1.32
H: 11.45 -25.91 1.21
C: 3.71 -19.35 9.93
C: 4.81 -18.85 9.17
C: 6.00 -19.53 9.21
N: 6.15 -20.71 9.92
C: 5.08 -21.23 10.65
C: 3.90 -20.51 10.69
H: 2.81 -18.77 9.82
H: 4.55 -17.91 8.70
H: 6.76 -19.40 8.44
H: 5.15 -22.24 11.02
H: 3.03 -20.97 11.13
C: 10.12 -25.90 8.46
C: 11.26 -24.89 8.50
N: 11.07 -23.60 8.56
O: 12.39 -25.27 8.33
H: 10.28 -26.64 7.68
H: 9.11 -25.49 8.44
H: 10.08 -26.50 9.37
H: 10.14 -23.45 8.91
H: 11.78 -22.89 8.54
C: 3.99 -24.81 4.78
C: 3.82 -26.17 5.60
N: 3.28 -26.13 6.80
O: 4.29 -27.21 5.15
H: 4.86 -24.86 4.12
H: 4.29 -23.92 5.33
H: 3.08 -24.55 4.25
H: 3.45 -26.95 7.37
H: 3.37 -25.31 7.38

Okay, here come the natural (NBO) numbers, in e, for every atom: -0.842, 2.451, -0.845, -0.687, -0.088, -0.103, -0.680, 0.186, 0.209, 0.179, 0.218, -0.161, -0.265, 0.034, -0.408, 0.029, -0.280, 0.214, 0.225, 0.189, 0.198, 0.224, -0.164, -0.255, 0.013, -0.418, 0.018, -0.257, 0.220, 0.222, 0.203, 0.204, 0.214, -0.718, 0.650, -0.796, -0.638, 0.254, 0.209, 0.239, 0.381, 0.419, -0.725, 0.677, -0.809, -0.612, 0.239, 0.214, 0.232, 0.397, 0.387

=====

The following is a DFT calculation (the ωB97M-V functional and the def2-TZVPD basis) of a structure of composition C16H24N5O8S4SbTc.

- net charge = +3
- relative energy (zero: lowest compared OMol25 entry of this formula, charge and spin) (kJ/mol) = 0.0
- frontier orbital gap (alpha / beta) (eV) = 6.68 / 6.60
- spin multiplicity = 1

Positions of all 59 atoms, in Å:
Tc: -0.69 -0.27 0.23
N: -0.77 -0.25 2.47
C: 0.33 -0.62 3.42
C: 1.61 0.16 3.15
C: 2.69 -0.65 2.44
C: 2.22 -1.39 1.20
N: 1.54 -0.47 0.23
H: -1.00 0.72 2.67
H: -1.60 -0.76 2.78
H: 0.49 -1.70 3.35
H: -0.03 -0.43 4.43
H: 2.02 0.52 4.09
H: 1.36 1.06 2.58
H: 3.10 -1.39 3.13
H: 3.53 0.00 2.18
H: 1.50 -2.18 1.46
H: 3.07 -1.86 0.71
H: 1.84 -0.72 -0.71
H: 1.93 0.47 0.38
S: -4.16 0.01 -1.13
Sb: -2.73 -0.72 -2.83
S: -0.55 0.17 -2.02
S: -2.82 -0.07 0.49
S: -3.08 -1.24 -4.89
O: -0.73 1.87 -1.95
C: -0.44 2.44 -0.78
O: -0.25 1.75 0.26
C: -0.35 3.88 -0.79
C: -0.48 4.61 -1.99
C: -0.37 5.97 -1.93
C: -0.13 6.66 -0.75
C: 0.00 5.91 0.41
C: -0.11 4.54 0.42
N: 0.26 6.60 1.70
O: 0.33 7.80 1.67
O: 0.37 5.88 2.67
N: -0.50 6.74 -3.20
O: -0.72 6.09 -4.19
O: -0.38 7.94 -3.11
H: -0.66 4.14 -2.94
H: -0.04 7.74 -0.73
H: 0.00 4.01 1.35
O: -1.96 -2.48 -1.82
C: -1.28 -3.00 -0.88
O: -0.66 -2.40 0.03
C: -1.27 -4.52 -0.93
N: -0.53 -5.10 0.26
C: 0.56 -6.03 -0.27
C: 0.86 -5.45 -1.64
C: -0.53 -5.08 -2.17
H: -2.30 -4.85 -0.90
H: -1.16 -5.59 0.89
H: -0.11 -4.32 0.78
H: 0.12 -7.02 -0.34
H: 1.39 -6.04 0.43
H: 1.37 -6.17 -2.28
H: 1.50 -4.57 -1.56
H: -1.05 -5.97 -2.52
H: -0.51 -4.36 -2.99

Okay, here come the natural (NBO) numbers, in e, for every atom: 0.432, -0.789, -0.218, -0.434, -0.422, -0.216, -0.806, 0.403, 0.404, 0.196, 0.235, 0.268, 0.199, 0.249, 0.238, 0.179, 0.230, 0.404, 0.417, -0.110, 1.490, 0.425, 0.212, -0.292, -0.597, 0.837, -0.599, -0.164, -0.105, 0.024, -0.073, 0.031, -0.117, 0.529, -0.292, -0.358, 0.529, -0.346, -0.297, 0.278, 0.314, 0.272, -0.762, 0.874, -0.652, -0.158, -0.508, -0.216, -0.431, -0.407, 0.278, 0.457, 0.447, 0.246, 0.253, 0.286, 0.214, 0.259, 0.257

=====

| no. | F_max (hartree/bohr) |
| --- | --- |
| 1 | 0.014 |
| 2 | 0.331 |
| 3 | 0.087 |
| 4 | 0.001 |